A molecular structure, C15H22MgN2S at a distorted geometry. Source: OMol25; level of theory: ωB97M-V with the def2-TZVPD basis set.

Charge ... +2
LUMO level ... -0.4180 hartree
Frontier orbital gap ... 0.1569 hartree

Geometry (Å):
C: -0.93345 3.26203 0.82718
C: -0.94259 2.92840 -0.66550
C: -2.16681 2.12073 -1.09865
C: -2.19837 0.70743 -0.51976
C: -1.30815 -0.24591 -1.34011
C: -0.78058 -1.40752 -0.55779
C: -1.71780 -2.14689 0.25716
C: -1.39195 -3.17134 1.10299
C: -0.03172 -3.49135 1.17654
N: 0.55687 -4.42099 1.97753
S: 2.21867 -4.38343 1.62389
N: 2.15565 -3.26985 0.47701
C: 0.93033 -2.78797 0.33530
C: 0.55167 -1.73801 -0.55358
C: 1.59963 -1.04870 -1.37395
C: 2.12045 0.28794 -0.75202
C: 1.66446 0.60681 0.66698
C: 2.23512 1.93429 1.17359
H: -0.25114 4.08492 1.03338
H: -0.60954 2.42046 1.44293
H: -1.92728 3.55641 1.16473
H: -0.93734 3.85602 -1.23860
H: -0.02232 2.39141 -0.92264
H: -2.21862 2.06980 -2.18889
H: -3.06528 2.65197 -0.77666
H: -3.22244 0.33416 -0.50171
H: -1.83410 0.73530 0.51157
H: -1.87876 -0.63715 -2.18826
H: -0.47532 0.32454 -1.74852
H: -2.75640 -1.83797 0.22258
H: -2.12570 -3.64270 1.74135
H: 1.18142 -0.85882 -2.36059
H: 2.43957 -1.72874 -1.50604
H: 1.83776 1.10718 -1.41439
H: 3.21031 0.25205 -0.76527
H: 0.57165 0.65158 0.70783
H: 1.99417 -0.19834 1.33242
H: 3.22542 1.80385 1.60491
H: 1.59300 2.36874 1.93786
H: 2.30553 2.65347 0.35674
Mg: 0.40397 -6.09382 0.79848

Cartesian forces (eV/Å) of the 6 atoms listed first:
C 0.006 -0.031 -0.074
C -0.106 -0.006 0.064
C -0.065 0.074 0.077
C 0.115 -0.128 -0.006
C -0.015 0.041 -0.124
C -0.074 -0.105 0.272